Entry 1:
Computed, not measured: a 8-piece molecular cluster, C28H50BCl14O2 overall at a distorted geometry, with wB97M-V/def2-TZVPD.

Total energy in eV: -209935.280
LUMO level in eV: 2.07
Net charge: -1
Relative energy (zero: lowest compared OMol25 entry of this formula, charge and spin) in kcal per mole: 0.0
HOMO level in eV: -4.618
Gap between HOMO and LUMO in eV: 6.68
Spin multiplicity: 1

Last column: Löwdin charge in e.
Element x y z (Å)
C -0.081 -1.917 -4.243  -0.10
C -0.062 -2.947 -3.118  -0.26
O 0.918 -2.685 -2.123  -0.07
C 0.859 -1.414 -1.554  -0.50
O 1.628 -0.596 -1.929  0.15
C -0.161 -1.202 -0.480  -0.11
C 0.207 -0.052 0.500  -0.21
C -0.784 1.108 0.411  -0.23
B -0.318 2.477 1.222  -0.47
C -0.874 3.838 0.409  -0.17
C 0.139 4.890 0.064  -0.21
C -0.019 6.199 0.546  -0.05
C 0.876 7.225 0.243  -0.13
C 1.970 6.973 -0.569  -0.13
C 2.143 5.684 -1.069  -0.07
C 1.250 4.649 -0.767  -0.22
C 1.478 3.297 -1.387  -0.04
H -0.464 -2.360 -5.161  0.07
H 0.939 -1.597 -4.437  0.08
H -0.696 -1.058 -4.013  0.00
H -1.059 -3.069 -2.688  0.08
H 0.197 -3.910 -3.548  0.11
H -0.385 -2.134 0.038  0.12
H -1.085 -0.911 -0.985  0.05
H 1.219 0.275 0.290  0.09
H 0.186 -0.494 1.496  0.10
H -1.728 0.755 0.842  0.04
H -0.949 1.309 -0.654  0.07
H 0.908 2.525 1.266  0.05
H -0.723 2.463 2.382  0.03
H -1.436 3.594 -0.500  0.08
H -1.602 4.323 1.064  0.07
H -0.870 6.399 1.181  0.09
H 0.689 8.218 0.631  0.08
H 2.672 7.751 -0.835  0.08
H 2.986 5.465 -1.711  0.09
H 2.238 3.342 -2.163  0.07
H 1.857 2.623 -0.623  0.07
H 0.568 2.839 -1.763  0.07
Cl -2.957 -0.172 3.608  0.59
C -4.382 -1.049 3.002  -0.66
C -4.391 -1.097 1.498  -0.64
Cl -4.666 0.515 0.796  0.60
H -5.272 -0.562 3.393  0.06
H -4.335 -2.062 3.402  0.06
H -5.196 -1.744 1.151  0.07
H -3.447 -1.474 1.110  0.07
Cl -3.062 -4.934 6.531  0.52
C -1.492 -4.112 6.281  -0.68
C -1.493 -3.213 5.077  -0.69
Cl -1.587 -4.126 3.544  0.53
H -0.725 -4.879 6.208  0.07
H -1.301 -3.500 7.161  0.00
H -0.570 -2.641 5.050  0.01
H -2.326 -2.515 5.101  0.03
Cl -2.842 -1.012 -2.822  0.65
C -4.055 0.290 -2.660  -0.64
C -3.968 1.270 -3.800  -0.67
Cl -2.465 2.220 -3.735  0.56
H -3.908 0.778 -1.700  0.01
H -5.035 -0.186 -2.651  0.07
H -4.796 1.976 -3.742  0.05
H -4.008 0.770 -4.765  0.06
Cl 3.188 -4.935 -0.036  0.55
C 3.670 -3.249 -0.402  -0.65
C 4.843 -2.800 0.424  -0.69
Cl 4.426 -2.610 2.150  0.53
H 2.801 -2.617 -0.250  0.05
H 3.933 -3.221 -1.457  0.07
H 5.181 -1.825 0.073  0.08
H 5.668 -3.499 0.352  -0.01
Cl 6.833 -4.520 -1.584  0.60
C 6.422 -6.253 -1.492  -0.64
C 7.442 -7.039 -0.713  -0.66
Cl 9.009 -7.150 -1.561  0.53
H 6.321 -6.624 -2.508  0.07
H 5.452 -6.318 -1.000  0.03
H 7.085 -8.058 -0.573  0.07
H 7.623 -6.595 0.263  0.07
Cl -5.498 3.068 -6.637  0.54
C -4.900 4.724 -6.930  -0.66
C -3.808 5.118 -5.970  -0.67
Cl -4.406 5.303 -4.307  0.55
H -5.750 5.399 -6.862  0.06
H -4.517 4.746 -7.949  0.07
H -3.391 6.079 -6.268  0.07
H -3.008 4.382 -5.952  0.05
Cl -0.085 -1.414 7.951  0.59
C 1.470 -0.580 7.663  -0.64
C 1.441 0.270 6.418  -0.65
Cl 1.348 -0.713 4.940  0.59
H 2.246 -1.338 7.606  0.07
H 1.657 0.047 8.534  0.07
H 2.358 0.853 6.356  0.08
H 0.595 0.954 6.419  0.07

---

Entry 2:
Computed, not measured: a 2-piece molecular cluster, C28H50BrN3O6PS overall at a distorted geometry, with wB97M-V/def2-TZVPD.

Total energy in eV: -136748.438
LUMO level in eV: 1.29
Net charge: -1
Relative energy (zero: lowest compared OMol25 entry of this formula, charge and spin) in kcal per mole: 443.6
HOMO level in eV: -2.696
Gap between HOMO and LUMO in eV: 3.99
Spin multiplicity: 1

Last column: Löwdin charge in e.
Element x y z (Å)
C 0.357 6.058 2.482  -0.16
C -0.367 5.097 1.323  -0.24
C -1.953 5.542 1.066  -0.21
C -3.012 4.287 1.345  -0.21
C -3.993 3.975 0.045  -0.22
C -4.157 2.340 -0.249  -0.21
C -5.483 1.694 0.469  -0.21
C -5.133 0.364 1.420  -0.20
C -6.008 -0.964 0.924  -0.24
C -5.859 -2.260 1.917  -0.23
C -4.387 -2.987 1.896  -0.21
C -3.607 -2.728 0.477  -0.24
C -2.265 -3.680 0.260  -0.23
C -0.846 -2.906 0.524  -0.19
C 0.003 -2.571 -0.877  -0.62
Br -1.408 -1.858 -2.167  0.67
C 0.755 -3.909 -1.451  -0.14
C 1.964 -3.510 -2.483  -0.10
C 2.070 -1.917 -2.850  -0.34
O 3.330 -1.626 -3.605  -0.08
N 1.981 -0.975 -1.672  -0.15
P 1.336 0.635 -2.194  0.80
N 2.040 1.834 -1.361  -0.27
C 1.156 -1.468 -0.506  -0.29
C 2.207 -1.929 0.670  -0.12
C 2.507 -0.745 1.764  -0.08
C 4.056 -0.213 1.810  -0.24
O 4.427 0.466 2.928  -0.07
N 5.099 -0.364 0.724  0.02
C 5.147 0.839 -0.195  -0.17
C 4.806 2.399 0.253  0.00
C 4.859 3.602 -0.906  -0.08
C 5.240 3.332 -2.490  -0.10
C 5.624 1.789 -2.905  -0.08
C 5.577 0.579 -1.780  -0.02
H 1.445 6.384 2.153  0.07
H 0.422 5.435 3.491  0.08
H -0.296 7.023 2.651  0.06
H -0.322 3.986 1.702  0.09
H 0.280 5.276 0.340  0.11
H -2.071 5.989 -0.012  0.10
H -2.254 6.406 1.823  0.10
H -2.399 3.324 1.677  0.10
H -3.718 4.571 2.246  0.10
H -3.499 4.541 -0.870  0.10
H -5.049 4.506 0.202  0.11
H -3.141 1.826 0.027  0.10
H -4.329 2.233 -1.424  0.11
H -5.985 2.488 1.202  0.11
H -6.271 1.354 -0.350  0.11
H -3.975 0.199 1.380  0.09
H -5.459 0.621 2.538  0.12
H -7.148 -0.617 1.002  0.11
H -5.846 -1.210 -0.225  0.11
H -6.119 -1.873 3.012  0.11
H -6.695 -3.053 1.609  0.11
H -4.569 -4.157 1.999  0.12
H -3.784 -2.636 2.842  0.12
H -3.213 -1.614 0.439  0.08
H -4.367 -2.872 -0.420  0.11
H -2.348 -4.523 1.101  0.12
H -2.305 -4.283 -0.768  0.11
H -0.220 -3.577 1.262  0.14
H -1.112 -1.843 0.974  0.12
H 0.005 -4.725 -1.881  0.14
H 1.275 -4.432 -0.512  0.13
H 3.031 -3.930 -2.162  0.12
H 1.721 -4.070 -3.509  0.14
H 1.196 -1.595 -3.597  0.12
H 3.409 -2.417 -4.221  0.13
H 2.984 -0.775 -1.375  0.15
H 1.584 0.718 -3.611  0.04
H -0.102 0.765 -1.952  0.01
H 2.549 2.432 -2.048  -0.04
H 0.580 -0.516 -0.075  0.13
H 3.254 -2.257 0.201  0.13
H 1.846 -2.883 1.287  0.13
H 2.281 -1.198 2.845  0.14
H 1.754 0.161 1.644  0.12
H 6.047 -0.596 1.115  0.15
H 4.509 2.653 1.363  0.09
H 4.581 4.705 -0.592  0.08
H 5.239 4.191 -3.304  0.08
H 5.924 1.557 -4.029  0.08
H 5.863 -0.505 -2.137  0.10
O 3.550 -4.542 0.650  -0.47
S 3.752 -5.882 0.068  0.13
O 3.639 -5.802 -1.399  -0.47
O 2.727 -6.804 0.590  -0.46
O 5.091 -6.378 0.433  -0.46

---

Entry 3:
Computed, not measured: a 2-piece molecular cluster, C28H50ClN4O7P overall at a distorted geometry, with wB97M-V/def2-TZVPD.

Total energy in eV: -71949.002
LUMO level in eV: -1.05
Net charge: 0
HOMO level in eV: -4.517
Gap between HOMO and LUMO in eV: 3.47
Spin multiplicity: 1

Last column: Löwdin charge in e.
Element x y z (Å)
C -1.474 -5.921 4.029  -0.06
C -0.217 -5.523 3.245  -0.25
O -0.518 -4.555 2.228  -0.20
P -0.126 -3.031 2.526  0.49
O 1.275 -2.760 2.215  -0.24
C -1.317 -2.099 1.541  -0.19
C -0.696 -1.510 0.255  -0.20
C -0.896 0.014 0.145  -0.10
C -1.318 0.573 -1.221  -0.19
C -0.140 1.043 -2.071  -0.22
C 0.886 -0.074 -2.291  -0.13
C 2.344 0.383 -2.116  -0.15
C 2.933 -0.067 -0.777  -0.18
N 2.773 0.957 0.283  -0.05
C 4.029 1.583 0.694  -0.18
C 3.710 2.849 1.454  -0.15
C 2.936 2.743 2.620  -0.03
C 2.571 3.877 3.351  -0.09
C 2.991 5.129 2.902  -0.10
C 3.777 5.253 1.763  -0.03
C 4.143 4.114 1.034  -0.27
O 4.898 4.233 -0.120  0.02
C -0.668 1.591 -3.382  -0.23
C 0.352 2.095 -4.386  -0.16
C 0.921 3.512 -4.149  -0.70
C 0.565 4.202 -2.841  -0.13
Cl 2.703 3.499 -4.301  0.64
N -1.363 0.389 -4.001  0.17
C -2.398 -0.071 -3.281  -0.31
N -3.597 -0.302 -3.948  0.15
N -2.227 -0.347 -1.996  0.08
C -3.430 -0.741 -1.246  -0.10
C -4.435 0.387 -0.968  -0.06
C -4.206 1.151 0.297  -0.57
O -4.214 2.338 0.335  0.14
O -4.012 0.394 1.386  0.11
O -0.387 -2.708 4.078  -0.20
C -1.750 -2.528 4.515  -0.28
C -1.842 -2.892 5.990  -0.06
H -1.685 -6.978 3.914  0.07
H -1.406 -5.648 5.076  0.06
H -2.322 -5.388 3.607  0.07
H 0.568 -5.173 3.909  0.11
H 0.171 -6.409 2.756  0.12
H -2.102 -2.799 1.254  0.09
H -1.824 -1.344 2.134  0.07
H 0.370 -1.710 0.261  0.08
H -1.088 -2.067 -0.591  0.10
H 0.039 0.505 0.411  0.12
H -1.625 0.326 0.885  0.09
H -1.909 1.469 -1.009  0.15
H 0.328 1.835 -1.493  0.13
H 0.699 -0.947 -1.680  0.08
H 0.819 -0.421 -3.319  0.11
H 2.396 1.470 -2.192  0.08
H 2.936 -0.066 -2.907  0.11
H 2.399 -0.960 -0.457  0.10
H 3.972 -0.365 -0.874  0.12
H 2.219 1.716 -0.095  0.08
H 4.582 0.929 1.369  0.13
H 4.683 1.807 -0.148  0.11
H 2.635 1.755 2.931  0.11
H 1.962 3.745 4.231  0.09
H 2.700 6.015 3.448  0.10
H 4.106 6.218 1.408  0.11
H 5.797 4.466 0.124  0.11
H -1.456 2.324 -3.212  0.15
H 1.140 1.365 -4.524  0.11
H -0.166 2.137 -5.347  0.12
H 0.576 4.146 -4.957  0.09
H 0.848 5.246 -2.933  0.08
H 1.152 3.817 -2.014  0.06
H -0.498 4.180 -2.618  0.08
H -1.698 0.598 -4.933  0.15
H -4.262 0.439 -4.049  0.11
H -3.822 -1.174 -4.391  0.12
H -3.172 -1.211 -0.305  0.11
H -3.933 -1.502 -1.826  0.12
H -5.408 -0.090 -0.841  0.14
H -4.542 1.091 -1.780  0.12
H -4.318 0.920 2.138  0.14
H -2.001 -1.475 4.408  0.11
H -2.435 -3.128 3.920  0.10
H -1.704 -1.994 6.584  0.07
H -1.119 -3.654 6.250  0.07
H -2.840 -3.257 6.221  0.08
C 1.565 -3.576 -2.527  -0.53
O 2.497 -2.888 -3.189  -0.39
H 1.712 -3.680 -1.413  0.03
H 0.497 -3.151 -2.572  0.01
H 1.390 -4.643 -2.833  0.03

---

> What is the formula in the third record?

C28H50ClN4O7P

---

> Number 3 is which compound?

C28H50ClN4O7P

---

> What is the net charge in the first record?

-1

---

> Which formula does entry 2 have?

C28H50BrN3O6PS